[1]
{
  "formula": "C3H4N2O2",
  "method": "ωB97M-V with the def2-TZVPD basis set",
  "elements": ["O", "O", "N", "N", "C", "C", "C", "H", "H", "H", "H"],
  "coordinates": [[1.39732, 1.08073, 0.32583], [2.89272, -0.37712, -0.65839], [0.60934, -0.91184, -0.50674], [-1.84103, -0.28715, -0.14304], [-0.46995, -0.09434, 0.11473], [1.74873, -0.19536, -0.36234], [0.11015, 1.09719, 0.52676], [-2.13904, -1.23097, 0.07609], [-0.34243, 1.97528, 0.97271], [-2.03698, -0.13044, -1.12740], [0.07118, -0.92598, 0.78178]],
  "mol_weight_g_mol": 100.08,
  "e_above_lowest_ev": 4.281,
  "gap_ev": 8.56,
  "energy_ev": -10247.9846,
  "e_homo_ev": -8.956
}

=====

[2]
{
  "formula": "C3H4N2O2",
  "method": "ωB97M-V with the def2-TZVPD basis set",
  "elements": ["O", "O", "N", "N", "C", "C", "C", "H", "H", "H", "H"],
  "coordinates": [[2.14767, 0.14584, 0.09655], [0.15991, 1.92578, -1.02883], [0.05669, 1.03792, 0.20292], [-1.22441, 0.41137, 0.12574], [0.98607, -0.01475, 0.20199], [0.34452, -1.36901, 0.13715], [-0.92248, -1.01366, 0.18313], [-1.75538, -1.70925, 0.19754], [1.24053, 2.11813, -0.94140], [0.96307, -2.32646, 0.27978], [-1.99619, 0.79409, 0.54542]],
  "mol_weight_g_mol": 100.08,
  "e_above_lowest_ev": 5.179,
  "smiles": "O=c1cc[nH]n1O",
  "gap_ev": 9.75,
  "energy_ev": -10247.0861,
  "e_homo_ev": -9.182
}

=====

[3]
{
  "formula": "C3H4N2O2",
  "method": "ωB97M-V with the def2-TZVPD basis set",
  "elements": ["O", "O", "N", "N", "C", "C", "C", "H", "H", "H", "H"],
  "coordinates": [[-0.50582, -2.01347, -0.05199], [1.83196, -0.72118, -0.57036], [-2.65596, 0.71995, -0.44303], [0.85197, 1.42673, -0.23493], [-1.70820, 0.18226, -0.09442], [-0.50939, -0.62583, 0.31861], [0.98472, 0.07603, -0.26176], [0.46627, -2.09310, -0.09739], [0.05880, 1.71735, 0.26450], [1.67793, 1.91026, -0.34070], [-0.49229, -0.57899, 1.51147]],
  "mol_weight_g_mol": 100.08,
  "e_above_lowest_ev": 2.371,
  "smiles": "N#C[C@@H](O)C(N)=O",
  "gap_ev": 11.05,
  "energy_ev": -10249.8939,
  "e_homo_ev": -10.589
}

=====

[4]
{
  "formula": "C3H4N2O2",
  "method": "ωB97M-V with the def2-TZVPD basis set",
  "elements": ["O", "O", "N", "N", "C", "C", "C", "H", "H", "H", "H"],
  "coordinates": [[2.57255, 0.12909, -0.93603], [1.14136, -1.00338, -2.38757], [-0.74025, -1.47479, 0.27886], [-0.23978, 0.00960, -0.02131], [-0.18934, 0.81184, 1.20283], [-1.46047, -0.62853, -0.27359], [1.82457, -0.42999, -1.63523], [-1.04204, 0.64406, 1.87309], [-2.43661, -0.45978, -0.71231], [0.73776, 0.57434, 1.73099], [-0.15827, 1.86584, 0.90713]],
  "mol_weight_g_mol": 100.08,
  "e_above_lowest_ev": 3.796,
  "smiles": "CN1C=N1.O=C=O",
  "gap_ev": 10.64,
  "energy_ev": -10248.4694,
  "e_homo_ev": -9.798
}

=====

[5]
{
  "formula": "C3H4N2O2",
  "method": "ωB97M-V with the def2-TZVPD basis set",
  "elements": ["O", "O", "N", "N", "C", "C", "C", "H", "H", "H", "H"],
  "coordinates": [[0.29315, 2.61461, 0.25496], [1.93654, -0.63057, 1.09464], [-0.31435, 0.29172, 0.04842], [0.80154, 0.00100, -0.85952], [1.85770, -0.49127, -0.11109], [-1.57494, -0.42469, 0.10417], [0.04855, 1.48829, 0.10289], [-1.40632, -1.39864, 0.56532], [-2.28899, 0.15112, 0.69614], [-1.93933, -0.54975, -0.91921], [2.68498, -0.74526, -0.80106]],
  "mol_weight_g_mol": 100.08,
  "e_above_lowest_ev": 4.273,
  "gap_ev": 10.16,
  "energy_ev": -10247.9918,
  "e_homo_ev": -9.695
}

=====

[6]
{
  "formula": "C3H4N2O2",
  "method": "ωB97M-V with the def2-TZVPD basis set",
  "elements": ["O", "O", "N", "N", "C", "C", "C", "H", "H", "H", "H"],
  "coordinates": [[-1.77779, 1.84744, -1.15920], [-1.77312, 0.09911, 0.40930], [1.76180, -0.68142, 0.35116], [0.04234, 0.77270, -0.66312], [-1.27658, 0.94905, -0.48816], [-0.68209, -0.67701, 0.83766], [0.44546, -0.27169, 0.20208], [2.29489, -0.62473, -0.50472], [-0.90275, -1.42720, 1.58523], [1.86450, -1.59325, 0.78227], [-0.04848, 1.61525, -1.36048]],
  "mol_weight_g_mol": 100.08,
  "e_above_lowest_ev": 2.782,
  "smiles": "Nc1coc(=O)[nH]1",
  "gap_ev": 8.96,
  "energy_ev": -10249.4835,
  "e_homo_ev": -8.274
}

=====

[7]
{
  "formula": "C3H4N2O2",
  "method": "ωB97M-V with the def2-TZVPD basis set",
  "elements": ["O", "O", "N", "N", "C", "C", "C", "H", "H", "H", "H"],
  "coordinates": [[0.00422, 2.32004, 0.91858], [2.03093, 1.37798, 0.25592], [0.04190, -0.17384, 0.03350], [0.81856, -1.37497, 0.66039], [-1.38722, -0.41597, -0.14398], [1.05741, -0.99400, -0.49495], [0.94312, 1.71436, 0.55978], [1.74912, -1.10973, -1.32152], [-1.64863, -1.17220, -0.89062], [-1.78112, -0.71163, 0.83184], [-1.84114, 0.54509, -0.40803]],
  "mol_weight_g_mol": 100.08,
  "e_above_lowest_ev": 4.151,
  "smiles": "CN1C=N1.O=C=O",
  "gap_ev": 10.51,
  "energy_ev": -10248.1138,
  "e_homo_ev": -9.802
}

=====

[8]
{
  "formula": "C3H4N2O2",
  "method": "ωB97M-V with the def2-TZVPD basis set",
  "elements": ["O", "O", "N", "N", "C", "C", "C", "H", "H", "H", "H"],
  "coordinates": [[-0.88764, 1.24558, 1.46318], [-0.80411, -1.92735, -0.55111], [-0.99125, 0.15206, 0.78046], [0.74620, 1.40255, 0.06831], [0.10573, 0.17597, -0.00493], [0.08941, 1.96438, 1.01719], [0.27186, -1.19794, -1.06248], [-0.27052, -2.41484, 0.54337], [1.41399, -1.51239, -1.45950], [-0.17238, -0.86824, -2.07132], [0.49873, 2.98023, 1.27684]],
  "mol_weight_g_mol": 100.08,
  "e_above_lowest_ev": 6.686,
  "gap_ev": 10.70,
  "energy_ev": -10245.5790,
  "e_homo_ev": -10.420
}

=====

[9]
{
  "formula": "C3H4N2O2",
  "method": "ωB97M-V with the def2-TZVPD basis set",
  "elements": ["O", "O", "N", "N", "C", "C", "C", "H", "H", "H", "H"],
  "coordinates": [[1.22025, 0.49238, -0.02658], [0.63978, 1.30442, 1.83016], [-1.59290, -1.08542, -1.38247], [-0.68118, -0.46810, 0.65921], [-0.59670, -0.68494, -0.71790], [0.22257, 0.60375, 0.96182], [0.79705, -0.16992, -1.04134], [-1.88027, -0.00356, 0.97170], [0.86584, 0.40004, -1.98866], [1.07045, -1.19751, -1.14715], [-1.55524, -1.19207, -2.41726]],
  "mol_weight_g_mol": 100.08,
  "e_above_lowest_ev": 3.891,
  "gap_ev": 10.32,
  "energy_ev": -10248.3742,
  "e_homo_ev": -10.143
}

=====

[10]
{
  "formula": "C3H4N2O2",
  "method": "ωB97M-V with the def2-TZVPD basis set",
  "elements": ["O", "O", "N", "N", "C", "C", "C", "H", "H", "H", "H"],
  "coordinates": [[-0.44164, -1.87876, 1.13016], [-1.55436, -0.79044, -0.47502], [1.40383, 0.27019, 1.14621], [0.55899, -0.06769, 0.10812], [-0.46857, -1.00399, 0.33618], [-0.05475, 0.89493, -0.83435], [-1.23454, 0.40701, -1.16959], [0.54577, 1.69717, -1.33043], [2.42630, -0.20128, 0.69432], [-2.15619, 0.82941, -1.72131], [0.97515, -0.15657, 2.11571]],
  "mol_weight_g_mol": 100.08,
  "e_above_lowest_ev": 3.861,
  "smiles": "Nn1ccoc1=O",
  "gap_ev": 9.61,
  "energy_ev": -10248.4043,
  "e_homo_ev": -8.897
}

=====

[11]
{
  "formula": "C3H4N2O2",
  "method": "ωB97M-V with the def2-TZVPD basis set",
  "elements": ["O", "O", "N", "N", "C", "C", "C", "H", "H", "H", "H"],
  "coordinates": [[1.62368, 0.10364, 1.07915], [-2.35412, 1.20223, 0.74389], [1.22522, -1.00248, -0.94643], [-0.52432, 0.23580, -0.02080], [-0.02856, -0.52925, -0.97209], [1.87348, -0.95772, 0.32696], [-1.74357, 0.84953, -0.31525], [-0.34125, -0.55659, -2.14299], [-2.05190, 0.59153, -1.30859], [2.59238, -1.95097, 0.57897], [0.12996, 0.66042, 0.82111]],
  "mol_weight_g_mol": 100.08,
  "e_above_lowest_ev": 4.342,
  "smiles": "O=C/N=C\\NC=O",
  "gap_ev": 9.34,
  "energy_ev": -10247.9233,
  "e_homo_ev": -9.937
}

=====

[12]
{
  "formula": "C3H4N2O2S",
  "method": "ωB97M-V with the def2-TZVPD basis set",
  "elements": ["S", "O", "O", "N", "N", "C", "C", "C", "H", "H", "H", "H"],
  "coordinates": [[-3.03363, -0.58193, -0.00466], [1.16904, -2.13174, -0.00269], [-1.06383, 1.56661, -0.00274], [1.57662, 1.32914, -0.00875], [-0.54756, 0.28220, -0.00198], [0.87148, 0.28773, 0.00409], [1.62603, -1.02253, -0.01180], [-1.39644, -0.76576, -0.00635], [-2.04078, 1.39985, 0.01074], [1.02258, 2.17939, -0.00894], [-0.88970, -1.70220, 0.00984], [2.70619, -0.84077, 0.02324]],
  "mol_weight_g_mol": 132.14,
  "e_above_lowest_ev": 3.020,
  "smiles": "[H]/N=C(/C=O)N(O)C=S",
  "gap_ev": 8.59,
  "energy_ev": -21083.8122,
  "e_homo_ev": -9.448
}